(1)
Computed, not measured: a molecular structure, C41H41BBrF4InN8O3PS, with wB97M-V/def2-TZVPD.

Geometry as XYZ:
```
102
Properties=species:S:1:pos:R:3:lowdin_charge:R:1
In -0.266 -0.971 0.028 0.8175
C -1.323 4.616 -2.465 -0.0438
N -0.619 3.385 -2.747 -0.1222
C 0.705 3.309 -3.157 -0.0551
C 0.974 2.012 -3.356 -0.0576
N -0.174 1.297 -3.054 0.0093
C -1.179 2.140 -2.679 -0.7320
S -2.776 1.793 -2.257 0.5936
C -0.258 -0.125 -3.315 -0.3582
C 0.061 -0.500 -4.603 -0.0654
C -0.262 -1.852 -4.969 -0.1266
C -0.628 -2.746 -4.041 -0.0753
C -0.515 -2.366 -2.566 -0.2436
N -0.677 -0.891 -2.328 -0.0198
H -1.205 5.308 -3.299 0.0896
H -0.944 5.077 -1.556 0.0761
H -2.374 4.372 -2.338 0.0349
H 1.335 4.177 -3.255 0.1112
H 1.877 1.514 -3.663 0.1238
H 0.377 0.234 -5.329 0.0850
H -0.278 -2.118 -6.021 0.0944
H -0.936 -3.757 -4.290 0.0972
H -1.292 -2.885 -2.003 0.0934
F -0.421 2.415 7.963 0.1309
C -0.731 2.330 6.674 -0.1480
C -1.603 3.232 6.114 -0.1429
F -2.130 4.194 6.870 0.1237
C -1.918 3.140 4.771 -0.2151
F -2.754 4.075 4.310 0.0957
C -1.404 2.150 3.945 -0.3023
P -1.775 1.969 2.133 1.0917
C -0.785 3.405 1.565 -0.3563
C -1.110 4.745 1.792 -0.0938
C -0.231 5.746 1.410 -0.0900
C 0.973 5.427 0.787 -0.0861
C 1.292 4.102 0.534 -0.0677
C 0.414 3.095 0.924 -0.0892
C -3.528 2.478 2.010 -0.3915
C -4.464 1.992 2.923 -0.1148
C -5.813 2.266 2.764 -0.0920
C -6.249 3.003 1.668 -0.0962
C -5.328 3.449 0.731 -0.0770
C -3.974 3.182 0.895 -0.1143
C -0.518 1.249 4.541 -0.5800
Br 0.290 -0.146 3.563 0.8153
C -0.186 1.342 5.883 -0.2698
F 0.661 0.483 6.452 0.0751
H -2.048 5.006 2.264 0.0976
H -0.487 6.782 1.600 0.0996
H 1.656 6.212 0.488 0.1035
H 2.219 3.854 0.031 0.0818
H 0.672 2.059 0.727 0.0572
H -4.135 1.394 3.768 0.1082
H -6.528 1.900 3.491 0.0989
H -7.303 3.214 1.541 0.0963
H -5.661 4.001 -0.140 0.1046
H -3.272 3.497 0.132 0.0659
C -3.923 -0.853 0.036 -0.0552
O -3.369 -1.859 0.919 -0.1609
C -2.373 -2.534 0.422 -0.2680
C -1.970 -3.576 1.424 -0.1163
H -4.383 -0.092 0.664 0.0793
H -4.676 -1.318 -0.595 0.0952
H -3.146 -0.421 -0.594 0.0042
H -2.725 -4.371 1.380 0.0835
H -1.946 -3.189 2.449 0.0791
H -1.000 -3.996 1.161 0.0508
N 2.222 0.062 -0.226 0.0446
C 2.944 0.719 -0.878 -0.3647
N 3.787 1.375 -1.578 0.0649
C 3.863 2.655 -1.828 -0.4414
N 3.987 3.783 -2.088 0.0783
C 2.261 -5.822 -2.811 -0.0159
C 2.411 -4.664 -1.827 -0.4406
C 2.994 -5.175 -0.521 -0.0070
O 1.072 -4.188 -1.560 0.1260
B 0.908 -2.960 -2.176 -0.6903
O 2.102 -2.432 -2.599 0.1394
C 3.149 -3.401 -2.438 -0.4429
C 3.746 -3.635 -3.820 -0.0110
C 4.206 -2.786 -1.533 -0.0087
H 1.675 -6.607 -2.328 0.0895
H 3.226 -6.235 -3.112 0.0869
H 1.715 -5.499 -3.699 0.0913
H 2.396 -6.020 -0.174 0.0918
H 2.965 -4.409 0.253 0.0624
H 4.027 -5.506 -0.658 0.0939
H 2.966 -3.889 -4.539 0.0898
H 4.502 -4.424 -3.804 0.0880
H 4.212 -2.707 -4.155 0.0942
H 3.813 -2.598 -0.534 0.0631
H 4.508 -1.828 -1.959 0.0919
H 5.084 -3.434 -1.457 0.0916
N 2.623 -2.026 1.794 -0.0396
C 3.700 -2.499 2.448 -0.1208
C 3.279 -3.589 3.176 -0.0869
C 1.905 -3.690 2.885 -0.1845
N 1.510 -2.740 2.046 -0.0216
H 2.580 -1.231 1.149 0.0505
H 4.669 -2.035 2.349 0.1159
H 3.873 -4.218 3.818 0.0846
H 1.189 -4.407 3.260 0.1002
```

Output
molar mass: 1038.4 g mol⁻¹
orbital gap: 5.470 eV
charge: -1

***

(2)
Computed, not measured: a molecular structure, C3H5NOS, with wB97M-V/def2-TZVPD.

Geometry as XYZ:
```
11
Properties=species:S:1:pos:R:3:nbo_charge:R:1
C -1.036 -0.330 1.077 0.1418
C 1.313 1.599 0.396 -0.6231
C -0.854 0.073 -0.254 0.0140
N -0.979 -0.588 2.215 -0.2650
O -1.751 0.061 -1.290 -0.6214
S 0.613 0.630 -0.798 0.4327
H 2.408 1.838 0.471 0.2291
H 0.932 1.621 1.462 0.2204
H 1.074 -1.809 -0.956 -0.0087
H 0.629 -2.435 -1.185 -0.0117
H -2.349 -0.658 -1.139 0.4920
```

Output
molar mass: 103.1 g mol⁻¹
orbital gap (alpha / beta): 7.626 / 9.517 eV
2S+1: 3

***

(3)
Computed, not measured: 10 unconnected molecules or ions with the total composition C11H28F2N10O11, with wB97M-V/def2-TZVPD.

Geometry as XYZ:
```
62
Properties=species:S:1:pos:R:3:nbo_charge:R:1
O -16.963 23.387 19.798 -0.9072
H -17.694 22.868 19.321 0.5404
H -17.409 24.090 20.399 0.5596
H -16.435 23.696 18.996 0.5514
O -17.445 22.823 15.917 -0.8315
H -17.130 23.107 15.049 0.4980
H -16.762 23.078 16.648 0.5590
H -18.376 23.304 16.031 0.5450
C -21.833 24.234 16.994 -0.5039
C -22.530 24.447 18.207 0.4190
C -21.883 24.079 19.520 0.4271
O -22.300 24.571 20.577 -0.6160
C -20.592 23.488 19.505 -0.4995
C -19.992 23.109 18.306 0.3944
C -20.555 23.681 16.995 0.4124
O -19.842 23.614 15.947 -0.7637
O -18.865 22.524 18.226 -0.7993
O -23.725 24.791 18.131 -0.6396
H -22.262 24.497 16.039 0.1988
H -20.107 23.274 20.448 0.1972
F -15.813 23.782 17.536 -0.8266
F -17.462 25.250 21.350 -0.8812
C -14.974 20.071 17.069 0.7684
O -14.680 19.492 16.019 -0.7124
N -14.028 20.315 18.034 -0.8448
N -16.255 20.279 17.461 -0.8410
H -14.255 20.963 18.767 0.3904
H -13.084 20.218 17.703 0.4037
H -17.014 19.848 16.967 0.4018
H -16.502 20.531 18.405 0.4212
C -14.862 27.574 16.813 0.7750
O -14.957 27.562 15.597 -0.6680
N -14.586 26.463 17.553 -0.8453
N -14.983 28.752 17.523 -0.8600
H -14.578 26.666 18.539 0.3661
H -15.017 25.597 17.248 0.4490
H -15.415 29.554 17.110 0.3970
H -15.017 28.704 18.526 0.3745
C -13.078 22.254 21.596 0.7726
O -12.838 21.095 21.306 -0.6774
N -14.315 22.832 21.577 -0.8494
N -12.084 23.150 21.968 -0.8760
H -14.447 23.821 21.686 0.4111
H -15.059 22.199 21.342 0.4223
H -12.356 24.029 22.360 0.3883
H -11.164 22.754 21.972 0.4026
C -12.291 23.083 16.762 0.7761
O -11.179 22.751 16.360 -0.6953
N -12.613 23.411 18.059 -0.8665
N -13.413 22.858 16.002 -0.8584
H -11.907 23.792 18.656 0.3989
H -13.597 23.416 18.272 0.4097
H -13.386 22.590 15.041 0.4055
H -14.258 22.941 16.549 0.4123
C -16.616 20.239 21.314 0.7727
O -17.085 20.051 20.209 -0.6462
N -15.674 19.468 21.953 -0.8737
N -17.080 21.202 22.162 -0.8451
H -15.588 18.506 21.672 0.3936
H -15.011 19.709 22.665 0.4033
H -17.788 21.857 21.872 0.4267
H -17.011 20.969 23.135 0.3832
```

Output
molar mass: 514.4 g mol⁻¹
orbital gap: 5.542 eV
charge: -2